Here is a molecular structure, ArH22KrO11 at a distorted geometry from the Open Molecules 2025 dataset. Energies are from wB97M-V/def2-TZVPD.

Structure (XYZ):
```
35
Properties=species:S:1:pos:R:3:forces:R:3
Ar 2.4602 0.2750 -2.6433 0.2 0.1 -0.2
Kr 0.5230 0.0498 -0.0535 -0.1 -0.1 0.1
O -1.7224 1.4330 -3.5108 0.0 0.4 -0.3
H -1.3175 0.5888 -3.3118 0.1 -0.4 0.3
H -2.1714 1.6804 -2.7024 -0.1 0.0 0.2
O 3.1307 1.9095 0.4805 -0.2 0.1 -0.3
H 3.4760 2.7527 0.7736 0.3 0.3 0.1
H 3.0159 1.4043 1.2854 -0.1 -0.3 0.2
O 2.9585 -3.3466 0.6793 0.1 -0.2 0.6
H 3.7497 -3.3774 0.1414 0.2 0.0 -0.1
H 2.2646 -3.0918 0.0711 0.2 0.3 -0.3
O 1.1168 -3.0986 -1.4310 0.1 0.3 0.0
H 1.4807 -3.8768 -1.8530 0.1 -0.3 -0.2
H 0.6863 -3.4317 -0.6436 -0.6 -0.2 0.1
O -0.4330 -1.2529 -2.9376 -0.4 0.4 -0.3
H 0.1920 -1.8429 -2.5164 0.2 -0.3 0.4
H -0.2044 -1.2846 -3.8666 0.0 0.0 -0.3
O -2.0073 3.0476 1.3204 -0.2 -0.2 0.1
H -2.5032 3.8662 1.3381 -0.3 0.1 0.1
H -1.1115 3.3141 1.1138 0.6 0.1 -0.4
O -1.6293 0.3174 2.2181 -0.3 -0.6 0.0
H -0.7262 0.2858 2.5338 0.4 0.0 0.4
H -1.7223 1.1936 1.8442 -0.4 0.5 -0.2
O -2.1441 -2.1805 0.9282 -0.1 -0.7 -0.3
H -1.8784 -1.4234 1.4503 0.0 0.9 0.6
H -1.3287 -2.6516 0.7565 0.0 -0.1 -0.1
O -3.7991 -0.6284 -0.7118 -0.4 0.3 -0.4
H -3.0730 -1.0153 -0.2226 0.3 -0.5 0.3
H -3.5595 0.2934 -0.8079 0.0 0.2 0.0
O 0.8159 0.0282 3.6886 -0.1 0.1 -0.1
H 1.6501 0.4867 3.5874 0.2 0.2 0.0
H 1.0515 -0.8995 3.6974 0.0 -0.4 0.0
O 0.5520 3.4161 -0.1246 -0.4 0.2 0.2
H 1.3181 2.8501 -0.0299 0.4 -0.5 0.1
H 0.8894 4.2090 -0.5413 0.0 0.2 -0.2
```
Forces are in eV/Å.

The relative energy (zero: lowest compared OMol25 entry of this formula, charge and spin) is 11.6 kcal per mole. Its total charge is 0. As for the HOMO energy: -0.37158 hartree.

Atom charges from the natural (NBO) analysis, given in e for atoms 1 to 6: 0.000 0.001 -0.955 0.486 0.464 -0.940